# 1
Formula: C48H81N7PdSi5Te
Source: OMol25
Level of theory: ωB97M-V/def2-TZVPD

For the molar mass, the calculation gives 1130.67 g mol⁻¹. The calculation puts the LUMO energy at 0.2 eV. For the HOMO energy, the calculation gives -0.19257 Ha. The orbital gap is 5.46 eV. The value obtained for the energy is -111683.532 eV. As for the energy above the lowest of the compared OMol25 structures with the same formula, charge and spin: 56.4 kcal per mole.

Structure (ORCA input):
```
! RIJCOSX wB97M-V def2-TZVPD def2/J DEFGRID3
* xyz 0 1
C -0.37749 2.70155 1.68792
H -2.54564 -4.72094 -4.03314
H -1.55890 5.75484 -1.60083
H -4.94480 1.71260 -0.78320
C -1.80273 5.24342 -0.67478
H 0.72221 -7.58373 -0.21659
H -0.14173 -1.96323 5.41455
H 0.02139 4.17898 -4.27967
Si 1.66826 -0.35699 0.16445
C -0.60546 -6.97837 -2.92620
H 2.23008 -1.33795 5.04363
H -2.35152 -1.16840 -3.30260
H -3.48314 -2.09665 0.78062
H -3.43942 -6.84024 -0.34358
C 2.09218 -4.91056 0.91261
H 2.92969 5.43287 -4.02726
C -4.74863 -0.20583 -1.82409
N 1.31923 5.97598 -1.00389
H 3.30221 5.42084 -2.29742
H -1.14585 -4.59275 -5.11996
C -3.56742 -3.13666 1.12581
H -3.72080 6.21321 -0.48977
H 1.57251 -5.26618 -4.28361
H -3.09334 2.23673 -2.17539
C -3.46291 4.70170 0.98190
C 1.32771 7.19442 -1.80063
C 3.72270 3.28494 0.63239
H 1.58046 -3.70117 -3.45688
H 3.44370 3.92959 -3.24198
H -2.34366 1.96676 -0.61689
C 1.20151 6.19103 0.42527
Si 0.26436 -5.38842 0.89761
H 3.97581 4.33183 0.42668
C 1.87904 3.03063 2.28947
H 2.99652 2.94850 -0.08226
H -1.70530 -2.03069 3.48737
H 1.29069 5.23787 0.93840
N 0.18169 3.90137 -0.96951
C -2.19669 1.89733 3.05478
C 1.37764 -4.76819 -3.32518
H 2.95953 -2.47527 -1.60986
H -2.54822 1.20249 3.80934
C 0.77755 3.62714 -3.71501
H -5.23890 -3.76560 -1.40653
C 5.04538 -2.45191 -1.17366
H 2.20818 -3.83471 1.10112
Si -0.84755 -4.12869 -0.71766
H 0.15484 -5.64480 3.36750
C -0.23162 -1.38521 2.07249
H -1.46151 -5.31796 2.71572
H 0.73697 4.86099 4.77998
H -0.17059 1.13554 3.09744
H 4.71038 2.61596 3.39489
C -3.05622 5.46825 -0.06910
H 2.09318 -5.16340 -2.59055
H -3.84285 -3.15244 -2.32532
H -4.26258 -4.86833 -2.39465
C 5.77987 -0.88590 0.49060
C 0.45576 4.24491 3.92174
H 0.24831 6.65225 0.69989
H -2.25547 0.37777 -4.12320
C -1.51786 -4.34765 -4.11653
H 0.30288 2.81852 -3.19044
C 4.47417 -0.43626 0.63062
C 0.94317 4.77743 -1.56193
C -0.85159 1.83824 2.63808
H 2.22019 7.78748 -1.58735
C -3.02943 2.85488 2.55702
H 0.96890 1.84684 4.99573
C 3.73877 -2.00080 -1.02336
H 0.63856 -7.77307 1.54621
H -4.45561 4.81285 1.40328
N 3.21164 3.17510 1.99377
Si -3.10916 -4.36991 -0.24088
C 6.06916 -1.89610 -0.41850
N 1.00191 2.75938 1.36486
H 4.27058 0.35493 1.35073
H -0.92735 -1.47126 1.24475
H -4.46191 -1.18968 -1.44123
H 4.62372 2.68419 0.50689
C -4.18905 -0.03843 -3.23605
C 1.52929 -1.33526 4.21502
H 3.01241 -0.72345 2.80424
C 1.87059 2.37158 4.65953
H 5.25734 -3.24705 -1.87881
H 3.73201 4.01944 3.85187
C -0.40100 -5.05144 2.63046
H 2.56111 1.61945 4.28059
C 1.09165 -0.98451 1.84554
H 0.53836 0.93834 -3.13463
H -4.73332 -6.08293 0.61320
C -1.27574 3.58779 1.00806
H 0.44797 7.80436 -1.56772
H 0.26949 4.90981 3.07936
C 1.05802 0.55811 -2.25981
H -2.89150 -3.25835 1.98417
H -4.58904 -0.80122 -3.90673
C 4.19806 3.50665 3.01918
H -1.55310 -3.25363 -4.02882
N 1.48268 4.51582 -2.78842
Pd 0.97062 1.71089 -0.58168
H -2.23561 -1.37466 -0.90404
H 2.32933 2.86166 5.52539
C -1.57288 -0.51793 -1.07356
H -1.59048 -7.30379 -2.56961
C -2.65420 -0.12238 -3.23389
C -3.65578 -6.06196 0.39842
H 2.01304 6.84602 0.74896
C -2.59111 3.72635 1.52664
C 0.18664 -7.26327 0.68468
C 3.42311 -0.98106 -0.12102
H 1.31260 6.95521 -2.86028
H -0.49042 -7.30748 -3.96832
H -4.50861 0.92804 -3.63856
C 0.20174 -1.68674 4.42387
H 0.15017 -7.49555 -2.32445
C -2.90016 1.47471 -1.41463
C -4.21918 0.89897 -0.88476
H 7.08607 -2.25350 -0.53108
Te 0.29484 -1.42675 -1.71518
C -0.92445 4.29865 -0.18877
H -4.59614 -3.29378 1.47612
H 2.56283 -5.13031 -0.05528
C -4.21578 -3.99708 -1.72967
H 2.64565 -5.45648 1.68908
N 1.55846 3.34174 3.62221
H -5.83879 -0.19955 -1.84927
H -0.47524 3.72849 4.16063
H 1.49449 3.20844 -4.41892
H -3.12064 -6.32819 1.31859
H -0.29246 -3.99468 2.89552
H -0.85097 -7.60332 0.59049
C -0.67521 -1.71961 3.34520
N -2.04255 0.45849 -2.02052
H -4.04788 2.94768 2.91875
C 1.96542 -0.98368 2.94047
H 6.57145 -0.45092 1.09278
Si -0.40736 -5.10547 -2.78669
C 2.86228 4.84616 -3.10773
H 2.10387 0.36404 -2.50955
H -1.35422 -0.02564 -0.12540
H 4.94899 4.16355 2.58061
H -4.06703 0.49336 0.11912
*
```

=====

# 2
Formula: C8H11O4PS
Source: OMol25
Level of theory: ωB97M-V/def2-TZVPD

For the molar mass, the calculation gives 234.21 g mol⁻¹. The calculation puts the LUMO energy at 0.5 eV. For the HOMO energy, the calculation gives -0.32942 Ha. The orbital gap is 9.50 eV. The value obtained for the energy is -36787.295 eV. As for the energy above the lowest of the compared OMol25 structures with the same formula, charge and spin: 19.2 kcal per mole. Its SMILES is COP(OS(C)(=O)=O)c1ccccc1.

Structure (ORCA input):
```
! RIJCOSX wB97M-V def2-TZVPD def2/J DEFGRID3
* xyz 0 1
H 3.64834 0.23391 -1.21702
H 3.05072 1.86555 -3.01279
O -1.87770 -0.09767 -1.87776
H -2.05391 -3.23117 -0.17980
H -2.39456 -3.39468 -1.90927
P -0.88328 0.71460 0.91685
O 0.12976 0.33249 2.15225
S -1.25756 -1.26001 -1.22457
H -0.63201 2.62151 -1.15973
C 0.18210 2.00182 -1.35345
H -3.35055 -2.28944 -0.96615
H 1.84863 -0.29930 0.55171
H 0.87091 0.59043 4.10587
H -0.94597 0.11933 3.81156
O -1.13794 -0.81750 0.35538
C 2.62482 0.66439 -1.31766
C 1.63290 0.37836 -0.30487
C -2.38753 -2.71220 -1.06782
C 0.42692 1.05102 -0.36326
C 2.28733 1.52349 -2.31358
C 1.02976 2.06890 -2.43955
H 0.77671 2.77377 -3.14260
C -0.10447 0.67095 3.48370
H -0.38326 1.67798 3.62990
O 0.00313 -1.66341 -1.77388
*
```

=====

# 3
Formula: C33H42N4O4SSiW
Source: OMol25
Level of theory: ωB97M-V/def2-TZVPD

For the molar mass, the calculation gives 802.72 g mol⁻¹. The calculation puts the LUMO energy (spin up / spin down) at 0.0 / 0.0 eV. For the HOMO energy (spin up / spin down), the calculation gives -0.24691 / -0.24700 Ha. The orbital gap (spin up / spin down) is 6.74 / 6.75 eV. The value obtained for the energy is -69591.100 eV.

Structure (ORCA input):
```
! RIJCOSX wB97M-V def2-TZVPD def2/J DEFGRID3
* xyz 0 1
C 3.53653 -2.63618 0.01429
H -2.79702 2.56924 -0.41712
C -2.05519 -2.89219 -2.17966
H -0.61632 -0.87885 -1.08637
C -0.41766 -5.32274 0.86737
N -2.55019 -0.04462 0.10397
C -1.27091 2.00124 -1.81147
C 3.51201 -1.25155 -1.91203
H -3.34565 2.44992 -2.08227
H 1.85825 -2.53493 1.27103
C -1.41755 5.59077 1.63575
H -2.35669 6.13158 1.63891
C 0.13882 -6.38244 2.94915
C -4.04059 -4.15772 -2.66818
H -0.29004 -3.05764 3.38360
C 0.04667 -5.15719 3.59366
C 2.27329 -0.72673 -1.54139
H -1.25550 -2.24353 -2.51922
C 2.29809 -2.12518 0.37204
H 3.96395 -0.91156 -2.83896
H 0.23290 -5.08602 4.65753
H -0.90832 8.27867 1.44513
C 1.47193 -0.84070 2.93855
H -4.92649 -5.17558 -0.99961
H -4.27388 0.54882 -0.95570
C 2.98121 1.92555 -1.10592
H 3.73115 1.75332 -3.68067
H -2.95268 -0.96940 0.20189
H 1.91151 3.64582 1.62230
H -4.78368 -4.50188 -3.37625
N -0.34181 1.65697 -0.72081
C 4.16602 -2.19201 -1.13775
H -1.13582 1.27178 -2.61265
H 3.99329 1.51428 -1.22393
H 0.59766 1.80755 -1.10429
H -2.92531 -3.05565 -4.13391
C -4.11898 -4.53689 -1.33506
S -0.14089 1.88831 2.57993
C 2.77053 2.24345 -3.45934
H 2.54276 1.48243 -0.21373
C -3.18859 0.56591 -1.08292
O -1.41748 1.32392 2.09836
H -2.94418 -0.07092 -1.93635
C -0.30298 7.67421 0.76924
C 2.01810 0.50402 2.47731
C -3.15403 -4.11019 -0.43316
H -0.60339 -5.40670 -0.19725
O 0.34930 -1.16772 2.31991
H -2.81565 0.46500 0.94437
N 0.98454 1.18959 1.69976
H 3.06431 3.00352 -0.94801
O 0.09092 1.87659 3.99470
C -2.70545 1.97652 -1.33596
H -2.29593 3.76473 2.35768
H 0.39251 -7.27267 3.51120
C 0.94293 5.53190 1.23516
H 3.99487 -3.39447 0.63772
C -2.10643 -3.27116 -0.83230
Si -0.90689 -2.58324 0.45437
H 2.87939 0.31933 1.83308
H 2.11775 2.13135 -4.32514
C 1.61605 -1.12707 -0.35862
C -0.26210 -4.01005 2.87586
W -0.27497 -0.31305 0.52439
H 2.34619 1.06894 3.34826
C -0.50884 -4.07477 1.49901
H -0.74848 7.74839 -0.22481
H 0.59340 0.24638 -2.36507
H 2.96132 3.30808 -3.31520
C -0.08805 -6.46415 1.58172
H -1.01101 2.98465 -2.21067
H 1.85635 6.02240 0.92025
C 0.98465 4.20484 1.63632
C -0.18511 3.57800 2.03790
H 0.69502 8.10739 0.72182
H 5.12987 -2.58375 -1.43677
H -3.21140 -4.44236 0.59798
C -2.99999 -3.34204 -3.09204
N 2.13267 1.69782 -2.27356
C 1.67594 0.29280 -2.47331
O 2.00121 -1.51552 3.78543
H 1.89184 0.01184 -3.50663
C -0.25381 6.24094 1.22641
H -0.01090 -7.41598 1.07117
H -0.43781 2.38077 -0.01169
C -1.39107 4.26745 2.04125
*
```

=====

# 4
Formula: C10H16
Source: OMol25
Level of theory: ωB97M-V/def2-TZVPD

For the molar mass, the calculation gives 136.24 g mol⁻¹. The calculation puts the LUMO energy at 0.9 eV. For the HOMO energy, the calculation gives -0.30628 Ha. The orbital gap is 9.20 eV. The value obtained for the energy is -10626.286 eV. As for the energy above the lowest of the compared OMol25 structures with the same formula, charge and spin: 79.7 kcal per mole.

Structure (ORCA input):
```
! RIJCOSX wB97M-V def2-TZVPD def2/J DEFGRID3
* xyz 0 1
C 0.70882 -0.67898 -1.26239
C 0.85528 -1.66800 -0.27115
H -3.48858 -0.55792 0.53632
H -0.20381 3.05401 -2.59306
C 2.46834 0.54371 -0.10768
C -2.62893 -0.50620 2.54609
C -0.21679 2.17276 -1.80970
H -1.67259 -1.04178 0.63835
H 2.04837 2.55241 -1.42597
H 1.61797 1.11735 -2.85424
H 0.28152 -2.59118 -0.32627
H -0.87180 1.47749 -2.38740
C 1.22149 1.74326 -1.73765
H 3.25708 -0.29162 1.73774
C 1.77615 -1.51866 0.69108
H -2.99890 -2.16185 1.02603
C -2.70758 -1.04068 1.07474
H -1.80141 0.22570 2.58098
H -2.67504 -1.40505 3.12016
H 3.31717 1.25890 -0.29084
C 1.39991 0.50252 -1.03714
C 2.60201 -0.35367 0.87661
H -0.14261 -0.83111 -2.01969
H 1.90211 -2.34193 1.31361
H -3.49002 0.01954 2.88557
H -0.55815 2.32097 -0.90409
*
```

=====

# 5
Formula: CH11NO3
Source: OMol25
Level of theory: ωB97M-V/def2-TZVPD

For the molar mass, the calculation gives 85.10 g mol⁻¹. The calculation puts the LUMO energy at 0.5 eV. For the HOMO energy, the calculation gives -0.36609 Ha. The orbital gap is 10.42 eV. The value obtained for the energy is -8847.303 eV. As for the energy above the lowest of the compared OMol25 structures with the same formula, charge and spin: 29.9 kcal per mole. Its SMILES is CN.O.O.O.

Structure (ORCA input):
```
! RIJCOSX wB97M-V def2-TZVPD def2/J DEFGRID3
* xyz 0 1
H -2.20905 -0.57484 1.35250
O 2.53193 1.27356 -0.84268
H -0.49703 1.09792 1.18977
H -3.08651 1.12638 -0.78780
H 1.95079 1.45869 -0.05592
H 0.01714 0.30132 -0.35219
H -1.64440 -1.26796 0.01461
H 2.69076 -2.10160 0.30192
O -3.43781 1.23513 -1.69348
H -2.62206 1.35375 -2.22246
H 2.06617 1.71981 -1.55494
O 2.68829 -2.41539 1.20453
N -1.78472 -0.37881 0.40741
C -0.49232 0.09567 0.62583
H 3.64154 -2.33912 1.23815
H 0.18727 -0.58451 1.17475
*
```